Record 1
Computed, not measured: C31H47BrGaN5O6PS2 as an isolated structure, with ωB97M-V with the def2-TZVPD basis set.

For the lowest unoccupied orbital energy, the calculation gives -3.4 eV. The calculation puts the total energy at -7571.131417 Ha. Its total charge is +1. Its HOMO-LUMO gap is 0.220 Ha. As for the energy above the lowest of the compared OMol25 structures with the same formula, charge and spin: 23.6 kcal per mole.

Element x y z (Å)
Ga: -1.762 0.110 0.459
C: 2.095 0.420 6.825
C: 2.979 0.437 5.580
C: 3.954 -0.746 5.658
C: 3.772 1.751 5.559
C: 2.156 0.322 4.297
C: 0.777 0.202 4.291
C: 0.132 0.075 3.076
Br: -1.771 -0.034 3.140
C: 0.752 0.040 1.821
O: 0.047 -0.114 0.688
C: 2.159 0.184 1.822
C: 2.789 0.317 3.058
C: 3.097 0.216 0.594
C: 4.121 -0.921 0.727
C: 3.833 1.566 0.577
C: 2.429 0.050 -0.771
H: 2.719 0.507 7.714
H: 1.531 -0.512 6.909
H: 1.390 1.256 6.835
H: 4.510 -0.713 6.597
H: 4.680 -0.725 4.842
H: 3.419 -1.697 5.611
H: 4.359 1.850 6.474
H: 3.101 2.610 5.491
H: 4.464 1.792 4.716
H: 0.201 0.205 5.205
H: 3.867 0.419 3.053
H: 4.749 -0.814 1.612
H: 4.777 -0.935 -0.146
H: 3.618 -1.889 0.788
H: 4.426 1.730 1.478
H: 3.124 2.396 0.491
H: 4.508 1.610 -0.279
H: 1.980 -0.938 -0.871
H: 3.197 0.144 -1.541
H: 1.664 0.803 -0.960
O: 0.855 -3.430 -8.421
S: 0.357 -3.207 -7.091
O: 1.356 -2.987 -6.061
O: -0.754 -4.051 -6.668
C: -0.547 -1.636 -7.130
N: -1.334 -1.282 -8.160
C: -2.186 -0.294 -7.950
C: -2.368 0.312 -6.703
C: -1.481 -0.096 -5.735
N: -0.538 -0.988 -5.969
C: -1.534 0.249 -4.277
C: -2.404 1.147 -3.667
C: -2.461 1.199 -2.284
N: -1.691 0.428 -1.511
C: -0.765 -0.341 -2.103
C: -0.660 -0.468 -3.458
H: -2.781 0.017 -8.803
H: -3.175 1.010 -6.524
H: -3.074 1.765 -4.249
H: -3.163 1.851 -1.780
H: -0.092 -0.848 -1.428
H: 0.063 -1.129 -3.926
C: -2.102 4.741 0.953
P: -0.986 3.355 1.027
C: 0.278 3.596 -0.200
C: -0.207 3.356 2.624
O: -1.732 2.054 0.782
H: -1.573 5.676 1.140
H: -2.879 4.615 1.709
H: -2.560 4.787 -0.036
H: 0.811 4.533 -0.035
H: -0.177 3.609 -1.192
H: 0.983 2.763 -0.145
H: 0.301 4.305 2.803
H: 0.517 2.539 2.668
H: -0.966 3.198 3.391
C: -5.390 -0.131 -0.991
C: -5.095 -0.055 0.483
O: -3.807 0.588 0.773
H: -6.382 -0.561 -1.136
H: -4.664 -0.757 -1.510
H: -5.395 0.861 -1.450
H: -5.025 -1.038 0.936
H: -5.851 0.513 1.022
H: -3.842 1.526 0.547
S: -2.642 -2.143 0.453
C: -1.715 -3.342 -0.374
N: -1.089 -3.271 -1.538
C: -0.535 -4.566 -1.973
C: -0.902 -5.489 -0.788
N: -1.626 -4.575 0.108
H: -1.176 -2.484 -2.157
H: 0.537 -4.487 -2.128
H: -1.000 -4.878 -2.904
H: -0.022 -5.890 -0.290
H: -1.543 -6.314 -1.090
H: -2.014 -4.830 1.000

***

Record 2
Computed, not measured: C31H47ClN4O9PSeY as an isolated structure at a distorted geometry, with ωB97M-V with the def2-TZVPD basis set.

For the lowest unoccupied orbital energy, the calculation gives 4.1 eV. The calculation puts the total energy at -5347.230168 Ha. Its total charge is -2. Its HOMO-LUMO gap is 0.215 Ha. As for the energy above the lowest of the compared OMol25 structures with the same formula, charge and spin: 42.8 kcal per mole.

Element x y z (Å)
Y: -1.107 -1.226 -1.359
O: 2.025 1.378 -2.595
C: 1.020 1.233 -1.879
O: 0.765 0.150 -1.266
C: 0.003 2.327 -1.673
C: -0.898 2.120 -0.451
C: -1.674 3.426 -0.172
C: -2.718 3.440 -1.311
C: -2.371 2.116 -2.051
O: -1.912 1.250 -1.012
C: -1.052 2.292 -2.787
C: -0.868 1.143 -3.801
O: -0.651 1.403 -5.035
O: -1.053 -0.059 -3.344
H: 0.477 3.290 -1.621
H: -0.420 1.646 0.408
H: -2.109 3.376 0.795
H: -0.979 4.299 -0.190
H: -3.706 3.289 -0.903
H: -2.661 4.358 -1.922
H: -3.159 1.714 -2.643
H: -1.091 3.199 -3.463
N: -1.853 -3.625 -0.675
N: -0.697 -4.381 -0.329
C: 0.452 -3.665 -0.194
O: 1.499 -4.406 -0.447
O: 0.459 -2.463 0.082
H: -2.580 -3.714 0.046
H: -2.197 -4.028 -1.560
H: -0.582 -5.249 -0.857
O: 0.484 -4.699 -3.501
C: 0.705 -3.501 -3.322
O: -0.123 -2.642 -2.867
C: 2.143 -2.989 -3.533
N: 3.035 -3.444 -2.443
C: 4.319 -2.739 -2.529
C: 3.927 -1.370 -3.137
C: 2.405 -1.445 -3.542
H: 2.485 -3.446 -4.462
H: 3.196 -4.427 -2.479
H: 2.217 -3.921 -1.023
H: 5.060 -3.427 -3.069
H: 4.835 -2.606 -1.574
H: 4.524 -1.143 -4.005
H: 4.012 -0.594 -2.389
H: 2.092 -0.866 -4.452
H: 1.895 -1.021 -2.687
Se: -2.490 -0.644 1.366
C: -2.020 -1.916 2.609
N: -1.789 -2.575 3.538
Cl: -5.096 0.544 -0.717
C: -5.316 -1.194 -0.620
C: -6.378 -1.663 0.130
C: -6.791 -2.960 -0.046
C: -6.005 -3.845 -0.799
C: -4.879 -3.355 -1.449
C: -4.505 -1.997 -1.455
C: -3.455 -1.444 -2.211
H: -6.958 -0.938 0.734
H: -7.728 -3.341 0.437
H: -6.287 -4.868 -0.932
H: -4.309 -3.977 -2.077
H: -3.450 -0.350 -2.274
H: -3.219 -1.898 -3.135
C: 3.935 1.149 1.162
C: 3.422 2.056 2.281
C: 4.080 1.673 3.599
P: 1.511 2.172 2.230
C: 1.310 3.962 2.877
C: -0.210 4.229 3.103
C: 2.158 4.424 4.013
C: 0.839 0.917 3.525
C: 1.479 -0.415 3.128
C: 0.951 1.329 4.992
H: 5.021 1.312 0.894
H: 3.396 1.257 0.208
H: 3.832 0.109 1.439
H: 3.703 3.127 2.079
H: 3.996 0.633 3.710
H: 3.715 2.271 4.465
H: 5.136 1.925 3.591
H: 1.594 4.517 1.966
H: -0.443 3.983 4.092
H: -0.697 3.511 2.406
H: -0.463 5.260 2.907
H: 1.973 3.892 4.968
H: 2.003 5.511 4.185
H: 3.199 4.359 3.770
H: -0.243 0.936 3.327
H: 2.498 -0.531 3.533
H: 1.455 -0.460 2.067
H: 0.904 -1.275 3.442
H: 1.933 1.556 5.284
H: 0.729 0.471 5.609
H: 0.384 2.209 5.269

***

Record 3
Computed, not measured: C31H47N11OSTi as an isolated structure, with ωB97M-V with the def2-TZVPD basis set.

For the lowest unoccupied orbital energy (alpha / beta), the calculation gives -4.5 / -5.6 eV. The calculation puts the total energy at -3134.371704 Ha. Its total charge is +2. The spin multiplicity is 3. Its HOMO-LUMO gap (alpha / beta) is 0.251 / 0.243 Ha. Its expectation value of S² is 2.015. As for the energy above the lowest of the compared OMol25 structures with the same formula, charge and spin: 0.0 kcal per mole.

Element x y z (Å)
Ti: -0.192 0.143 0.898
C: -2.392 2.883 3.597
C: -1.790 2.193 2.418
N: -1.144 1.022 2.521
N: -1.140 0.411 3.763
C: -0.992 -0.914 3.839
N: -1.004 -1.477 5.058
S: -0.769 -1.844 2.438
C: -1.872 2.655 1.076
C: -2.514 3.839 0.662
C: -2.619 4.120 -0.675
C: -2.079 3.222 -1.613
C: -1.438 2.104 -1.152
N: -1.307 1.809 0.157
H: -1.635 3.135 4.347
H: -2.876 3.812 3.316
H: -3.151 2.257 4.076
H: -1.309 0.973 4.587
H: -1.331 -0.981 5.872
H: -0.983 -2.482 5.109
H: -2.933 4.516 1.391
H: -3.119 5.021 -1.003
H: -2.157 3.404 -2.675
H: -0.994 1.387 -1.833
C: 3.230 2.271 -3.106
N: 2.086 1.492 -2.648
C: 1.650 0.454 -3.560
C: 1.656 1.541 -1.362
N: 1.236 0.471 -0.694
C: 1.910 -0.765 -0.903
C: 3.281 -0.756 -1.001
C: 4.030 -1.935 -1.144
C: 3.396 -3.140 -1.129
C: 1.992 -3.212 -0.967
C: 1.383 -4.489 -0.890
C: 0.042 -4.610 -0.691
C: -0.749 -3.455 -0.599
C: -0.217 -2.195 -0.726
N: -1.090 -1.074 -0.630
C: -2.221 -1.099 -1.326
N: -2.360 -1.737 -2.516
C: -1.250 -2.055 -3.395
C: -3.600 -2.424 -2.867
N: -3.316 -0.442 -0.873
C: -4.256 0.221 -1.764
C: -3.646 -0.346 0.537
C: 1.206 -2.022 -0.869
N: 1.621 2.767 -0.794
C: 1.751 2.967 0.637
C: 1.374 3.981 -1.561
H: 3.996 1.587 -3.479
H: 3.653 2.843 -2.284
H: 2.954 2.953 -3.911
H: 2.341 -0.392 -3.594
H: 1.568 0.883 -4.560
H: 0.669 0.102 -3.254
H: 3.800 0.195 -0.959
H: 5.106 -1.877 -1.248
H: 3.953 -4.063 -1.224
H: 2.013 -5.365 -0.977
H: -0.418 -5.585 -0.605
H: -1.817 -3.551 -0.436
H: -0.372 -1.485 -3.118
H: -1.531 -1.806 -4.420
H: -0.996 -3.116 -3.347
H: -4.298 -2.399 -2.036
H: -3.367 -3.467 -3.090
H: -4.071 -1.981 -3.746
H: -3.853 0.267 -2.772
H: -4.412 1.241 -1.407
H: -5.223 -0.286 -1.786
H: -3.590 0.687 0.889
H: -2.971 -0.964 1.123
H: -4.668 -0.701 0.687
H: 2.156 2.074 1.099
H: 0.789 3.212 1.097
H: 2.432 3.801 0.815
H: 1.046 3.732 -2.566
H: 2.264 4.610 -1.618
H: 0.582 4.547 -1.068
C: 3.516 -1.474 4.596
N: 2.806 -1.294 3.335
C: 2.837 -2.416 2.403
C: 2.200 -0.164 3.051
O: 1.590 0.081 1.992
H: 4.567 -1.683 4.401
H: 3.086 -2.312 5.143
H: 3.438 -0.573 5.200
H: 2.315 -3.268 2.835
H: 3.874 -2.688 2.209
H: 2.357 -2.129 1.474
H: 2.281 0.606 3.826